1.
{"formula": "C5H11CaO3", "method": "ωB97M-V with the def2-TZVPD basis set", "species": ["C", "O", "C", "C", "O", "C", "H", "H", "H", "H", "H", "H", "H", "H", "H", "Ca", "O", "C", "H", "H"], "coordinates": [[1.284, 0.397, 1.154], [0.432, 0.903, 0.100], [-0.057, -0.027, -0.824], [-0.792, -1.203, -0.195], [-1.724, -0.745, 0.776], [-2.984, -0.328, 0.275], [1.817, 1.257, 1.591], [1.734, -0.606, 1.016], [0.745, -0.456, -1.452], [-0.743, 0.555, -1.455], [-0.110, -1.883, 0.332], [-1.283, -1.792, -0.983], [-2.870, 0.545, -0.383], [-3.447, -1.174, -0.253], [-3.625, -0.065, 1.124], [-0.700, 0.175, 2.525], [2.814, 1.889, -1.727], [2.940, 1.119, -0.762], [3.599, 1.416, 0.084], [2.970, 0.022, -0.943]], "fmax_ev_per_a": 4.521, "charge": 0, "spin_multiplicity": 2, "orbital_gap_ha": [0.180, 0.244], "mol_weight_da": 159.22, "e_lumo_ev": [0.3, -0.1], "de_lowest_kj_mol": 246.2}

---

2.
{"formula": "C5H11CdO4", "method": "ωB97M-V with the def2-TZVPD basis set", "species": ["C", "O", "C", "O", "C", "C", "O", "Cd", "H", "H", "H", "H", "H", "H", "H", "O", "H", "C", "H", "H", "H"], "coordinates": [[1.039, -1.743, 1.784], [-0.291, -1.384, 1.935], [1.913, -0.538, 1.441], [1.250, 0.127, 0.355], [1.474, 1.463, 0.144], [0.394, 2.070, -0.698], [-0.862, 1.577, -0.355], [-0.862, -0.108, 0.613], [1.160, -2.491, 0.970], [1.466, -2.201, 2.698], [2.929, -0.826, 1.132], [1.978, 0.163, 2.287], [2.517, 1.795, 0.143], [0.607, 1.847, -1.773], [0.465, 3.171, -0.596], [-2.115, -0.959, -0.679], [-2.775, -1.600, -0.405], [-2.502, -0.223, -1.966], [-2.811, -1.051, -2.622], [-3.104, 0.652, -1.687], [-1.870, 0.260, -2.720]], "fmax_ev_per_a": 4.121, "charge": 0, "spin_multiplicity": 2, "orbital_gap_ha": [0.280, 0.324], "mol_weight_da": 247.55, "e_lumo_ev": [0.4, 0.3]}

---

3.
{"formula": "C5H11Cl3O2PmSe2Si", "method": "ωB97M-V with the def2-TZVPD basis set", "species": ["Pm", "O", "C", "C", "C", "O", "C", "Se", "C", "Se", "H", "H", "H", "H", "H", "H", "H", "H", "H", "H", "Cl", "Si", "Cl", "Cl", "H"], "coordinates": [[1.368, 1.712, 2.295], [0.221, -1.275, -3.363], [-0.942, -1.000, -2.627], [-0.595, -0.284, -1.284], [-1.917, 0.017, -0.534], [-2.612, -1.162, -0.215], [0.116, 1.064, -1.688], [0.296, 2.553, -0.414], [0.301, -1.293, -0.469], [0.559, -1.091, 1.472], [-0.079, -1.711, -4.202], [-1.476, -1.956, -2.428], [-1.616, -0.354, -3.235], [-2.561, 0.702, -1.136], [-1.707, 0.554, 0.414], [-3.296, -1.299, -0.921], [-0.495, 1.544, -2.483], [1.109, 0.855, -2.139], [1.291, -1.410, -0.958], [-0.185, -2.292, -0.511], [1.452, 1.682, 6.465], [2.363, 0.800, 4.854], [4.364, 1.141, 5.141], [2.132, -1.213, 5.169], [1.909, 3.717, 2.799]], "fmax_ev_per_a": 2.243, "charge": -1, "spin_multiplicity": 5, "orbital_gap_ha": [0.242, 0.251], "mol_weight_da": 540.51, "e_lumo_ev": [2.1, 2.3]}

---

4.
{"formula": "C5H11ClF3InRu", "method": "ωB97M-V with the def2-TZVPD basis set", "species": ["In", "Cl", "C", "H", "H", "H", "Ru", "C", "C", "C", "H", "H", "H", "H", "H", "H", "H", "H", "F", "C", "F", "F"], "coordinates": [[2.074, -0.297, 1.805], [2.286, -0.410, -0.691], [1.333, 1.653, 2.397], [0.652, 1.536, 3.251], [0.797, 2.104, 1.551], [2.197, 2.271, 2.686], [-0.254, 0.093, -0.859], [-0.645, -1.715, -1.652], [0.083, 1.645, -2.094], [-2.054, 0.501, -0.920], [-0.675, 2.432, -1.964], [1.102, 2.029, -1.941], [0.000, 1.243, -3.117], [-1.654, -2.056, -1.369], [-0.612, -1.564, -2.746], [0.125, -2.450, -1.366], [-2.442, 1.537, -1.000], [-2.849, -0.258, -0.775], [0.492, -2.345, 3.397], [0.426, -1.791, 2.126], [0.480, -2.866, 1.257], [-0.864, -1.293, 2.025]], "fmax_ev_per_a": 3.260, "charge": 0, "spin_multiplicity": 5, "orbital_gap_ha": [0.165, 0.247], "mol_weight_da": 379.48, "e_lumo_ev": [-2.1, -2.4]}

---

5.
{"formula": "C5H11ClInNSeYb", "method": "ωB97M-V with the def2-TZVPD basis set", "species": ["Yb", "Cl", "C", "H", "H", "H", "In", "C", "C", "C", "H", "H", "H", "H", "H", "H", "H", "H", "Se", "C", "N"], "coordinates": [[0.118, -0.041, 1.437], [-0.315, 1.913, 0.025], [-1.982, -0.220, 1.965], [-1.873, -0.693, 2.939], [-2.478, -0.833, 1.273], [-2.354, 0.777, 2.056], [0.494, 0.281, -1.570], [2.456, 0.820, -2.017], [-0.780, 0.102, -3.176], [0.362, -1.333, -0.231], [-1.133, -0.926, -3.153], [-1.587, 0.814, -3.092], [-0.139, 0.292, -4.032], [3.076, 0.005, -1.654], [2.459, 0.877, -3.103], [2.709, 1.764, -1.553], [-0.456, -1.985, -0.292], [1.370, -1.628, -0.078], [0.002, 0.000, 6.280], [-0.001, 0.000, 4.624], [0.052, 0.016, 3.354]], "fmax_ev_per_a": 14.196, "charge": -1, "spin_multiplicity": 2, "orbital_gap_ha": [0.238, 0.240], "mol_weight_da": 487.42, "e_lumo_ev": [2.5, 2.5]}

---

6.
{"formula": "C5H11F2N", "method": "ωB97M-V with the def2-TZVPD basis set", "species": ["C", "C", "C", "N", "C", "C", "F", "F", "H", "H", "H", "H", "H", "H", "H", "H", "H", "H", "H"], "coordinates": [[1.259, -1.210, 0.810], [0.782, 0.011, 0.106], [1.251, 1.334, 0.649], [1.319, -0.078, -1.290], [-0.754, -0.023, -0.043], [-1.549, -0.206, 1.206], [-1.188, 1.198, -0.561], [-1.063, -0.995, -0.959], [0.970, -1.281, 1.874], [2.352, -1.159, 0.820], [0.970, -2.158, 0.295], [0.706, 2.168, 0.135], [1.024, 1.339, 1.740], [2.332, 1.478, 0.527], [0.915, 0.642, -1.867], [1.099, -0.972, -1.716], [-1.209, -1.057, 1.732], [-2.596, -0.367, 0.954], [-1.469, 0.656, 1.847]], "fmax_ev_per_a": 2.880, "charge": 0, "smiles": "CC(C)(N)C(C)(F)F", "orbital_gap_ha": 0.380, "mol_weight_da": 123.15, "e_lumo_ev": 0.9, "de_lowest_kj_mol": 0.0}

---

7.
{"formula": "C5H11FN", "method": "ωB97M-V with the def2-TZVPD basis set", "species": ["C", "N", "C", "C", "F", "C", "C", "H", "H", "H", "H", "H", "H", "H", "H", "H", "H", "H"], "coordinates": [[2.524, -0.017, -0.305], [1.291, -0.801, -0.059], [0.342, -0.008, 0.797], [-1.212, -0.297, 0.168], [-1.349, -1.724, 0.041], [-1.848, 0.591, -0.889], [-2.385, 0.585, 0.498], [3.224, -0.563, -0.927], [2.464, 0.960, -0.683], [3.110, 0.096, 0.659], [0.837, -1.201, -0.970], [1.582, -1.510, 0.508], [0.202, -0.519, 1.821], [0.619, 1.081, 0.647], [-2.399, 0.388, -1.872], [-1.421, 1.552, -1.080], [-2.296, 1.374, 1.195], [-3.287, 0.013, 0.451]], "fmax_ev_per_a": 4.494, "charge": 1, "smiles": "C[NH2+]CC1(F)CC1", "orbital_gap_ha": 0.424, "mol_weight_da": 104.15, "e_lumo_ev": -3.3, "de_lowest_kj_mol": 296.3}

---

8.
{"formula": "C5H11FN", "method": "ωB97M-V with the def2-TZVPD basis set", "species": ["C", "C", "F", "C", "C", "C", "N", "H", "H", "H", "H", "H", "H", "H", "H", "H", "H", "H"], "coordinates": [[-2.698, -0.753, 0.077], [-1.637, 0.034, 0.116], [-1.784, 1.357, 0.027], [-0.070, -0.316, 0.083], [0.829, 0.854, 0.314], [0.247, -1.492, 0.975], [0.150, -0.866, -1.347], [-3.635, -0.317, 0.050], [-2.621, -1.815, 0.210], [1.910, 0.740, 0.299], [0.594, 1.100, 1.357], [0.695, 1.744, -0.205], [1.183, -2.029, 0.845], [-0.465, -2.171, 0.808], [0.326, -1.309, 1.953], [-0.309, -1.778, -1.534], [1.254, -1.057, -1.390], [-0.194, -0.207, -2.035]], "fmax_ev_per_a": 4.146, "charge": 1, "smiles": "C=C(F)C(C)(C)[NH3+]", "orbital_gap_ha": 0.393, "mol_weight_da": 104.15, "e_lumo_ev": -3.7, "de_lowest_kj_mol": 184.3}

---

9.
{"formula": "C5H11FN2", "method": "ωB97M-V with the def2-TZVPD basis set", "species": ["C", "C", "N", "C", "C", "F", "C", "N", "H", "H", "H", "H", "H", "H", "H", "H", "H", "H", "H"], "coordinates": [[-1.617, -0.713, 0.207], [-0.470, 0.041, 0.842], [-0.907, 1.211, 1.540], [0.751, -0.738, 1.370], [0.848, 0.078, 0.149], [1.578, 1.246, 0.383], [1.133, -0.413, -1.254], [0.628, 0.407, -2.336], [-1.378, -1.626, -0.240], [-2.091, -0.077, -0.559], [-2.334, -0.876, 0.932], [-1.529, 1.833, 0.999], [-0.184, 1.830, 1.774], [1.256, -0.364, 2.291], [0.610, -1.808, 1.256], [0.705, -1.410, -1.355], [2.241, -0.463, -1.414], [1.154, 1.276, -2.409], [-0.396, 0.564, -2.177]], "fmax_ev_per_a": 2.479, "charge": 0, "smiles": "C[C@@]1(N)C[C@@]1(F)CN", "orbital_gap_ha": 0.357, "mol_weight_da": 118.16, "e_lumo_ev": 1.0, "de_lowest_kj_mol": 94.5}

---

10.
{"formula": "C5H11FO2", "method": "ωB97M-V with the def2-TZVPD basis set", "species": ["C", "C", "C", "C", "C", "O", "O", "F", "H", "H", "H", "H", "H", "H", "H", "H", "H", "H", "H"], "coordinates": [[-1.743, -0.126, -1.187], [-2.150, -1.249, 0.955], [1.675, 1.240, 0.017], [-1.722, -0.095, 0.367], [1.960, -0.205, -0.109], [-1.509, 1.007, 0.975], [3.129, -0.739, 0.369], [1.738, -0.523, -1.420], [-0.697, 0.209, -1.466], [-2.436, 0.698, -1.449], [-2.054, -1.059, -1.599], [-2.068, -1.544, 1.955], [1.179, -0.734, 0.439], [-2.269, -2.133, 0.387], [0.592, 1.299, 0.179], [2.126, 1.571, 0.913], [1.975, 1.821, -0.876], [-1.482, 1.001, 1.898], [3.756, -0.438, -0.348]], "fmax_ev_per_a": 6.765, "charge": 0, "spin_multiplicity": 3, "orbital_gap_ha": [0.191, 0.355], "mol_weight_da": 122.14, "e_lumo_ev": [0.7, -1.3], "de_lowest_kj_mol": 0.4}

---

11.
{"formula": "C5H11FSi", "method": "ωB97M-V with the def2-TZVPD basis set", "species": ["C", "C", "C", "C", "C", "F", "Si", "H", "H", "H", "H", "H", "H", "H", "H", "H", "H", "H"], "coordinates": [[-3.202, 0.970, -0.897], [-2.310, 0.117, -0.401], [0.623, -1.221, -0.516], [0.528, 0.437, 2.035], [0.520, 2.009, -0.889], [-2.534, -1.155, 0.004], [0.093, 0.420, 0.134], [-2.793, 1.996, -0.900], [-4.239, 0.696, -0.949], [1.696, -1.201, -0.571], [0.246, -1.966, 0.200], [0.334, -1.483, -1.494], [1.456, 0.884, 2.136], [-0.229, 0.663, 2.695], [0.699, -0.662, 2.345], [1.434, 2.624, -0.537], [0.438, 1.968, -2.005], [-0.415, 2.591, -0.684]], "fmax_ev_per_a": 4.580, "charge": 0, "orbital_gap_ha": 0.363, "mol_weight_da": 118.23, "e_lumo_ev": 0.8, "de_lowest_kj_mol": 280.0}

---

12.
{"formula": "C5H11HgO3", "method": "ωB97M-V with the def2-TZVPD basis set", "species": ["O", "C", "C", "O", "C", "C", "Hg", "H", "H", "H", "H", "H", "H", "H", "O", "H", "C", "H", "H", "H"], "coordinates": [[1.294, 0.441, 0.670], [-0.053, 0.526, 0.998], [-0.938, 0.074, -0.151], [-1.957, 1.041, -0.361], [-2.894, 0.758, -1.293], [-3.722, 1.687, -1.775], [2.210, 1.423, -0.553], [-0.310, 1.550, 1.329], [-0.287, -0.106, 1.876], [-1.365, -0.914, 0.081], [-0.425, -0.112, -1.107], [-2.792, -0.222, -1.772], [-3.688, 2.718, -1.420], [-4.485, 1.399, -2.496], [2.442, -1.583, 1.733], [1.971, -0.795, 1.366], [3.520, -1.896, 0.890], [3.974, -2.835, 1.238], [3.203, -2.040, -0.158], [4.301, -1.115, 0.904]], "fmax_ev_per_a": 6.949, "charge": 0, "spin_multiplicity": 2, "orbital_gap_ha": [0.334, 0.263], "mol_weight_da": 319.73, "e_lumo_ev": [0.3, -1.8], "de_lowest_kj_mol": 0.0}

---

13.
{"formula": "C5H11IN", "method": "ωB97M-V with the def2-TZVPD basis set", "species": ["C", "C", "I", "C", "N", "C", "C", "H", "H", "H", "H", "H", "H", "H", "H", "H", "H", "H"], "coordinates": [[-1.980, 2.315, -0.093], [-1.873, 0.980, -0.278], [-3.333, -0.442, 0.063], [-0.488, 0.259, -0.871], [0.028, -0.888, -0.010], [1.185, -1.263, -0.696], [0.266, -0.390, 1.375], [-2.703, 2.714, 0.618], [-1.244, 2.917, -0.568], [-0.450, -0.040, -1.917], [0.112, 1.075, -0.919], [-0.635, -1.663, 0.071], [1.755, -0.399, -1.042], [1.969, -1.873, -0.047], [0.970, -1.862, -1.636], [0.910, 0.531, 1.301], [-0.640, -0.109, 1.752], [0.641, -1.195, 2.030]], "fmax_ev_per_a": 6.216, "charge": 1, "smiles": "C=C(I)C[NH+](C)C", "orbital_gap_ha": 0.366, "mol_weight_da": 212.05, "e_lumo_ev": -3.0, "de_lowest_kj_mol": 194.4}